No. 1
Below is C36H94F3N8O10Zn as an isolated structure at a distorted geometry, with properties calculated with ωB97M-V with the def2-TZVPD basis set.

The value obtained for the HOMO-LUMO gap is 7.79 eV. As for the LUMO energy: -2.7 eV.

```
! wB97M-V def2-TZVPD RIJCOSX def2/J DEFGRID3
* xyz 1 1
Zn -23.62 -1.96 -18.19
C -21.23 -1.56 -16.12
O -19.92 -1.29 -16.63
O -21.99 -2.00 -17.08
C -21.07 -2.61 -15.01
F -20.70 -2.02 -13.85
F -22.26 -3.20 -14.75
F -20.21 -3.58 -15.29
C -19.06 -0.49 -15.82
C -17.76 -0.32 -16.57
H -17.24 -1.28 -16.67
H -17.89 0.04 -17.59
H -17.06 0.29 -16.01
H -18.84 -0.96 -14.86
H -19.56 0.46 -15.62
H -21.61 -0.63 -15.64
C -21.91 -3.50 -21.95
C -22.79 -3.33 -20.73
C -22.59 -4.48 -19.76
O -23.07 -4.05 -18.49
C -22.98 -5.02 -17.47
N -22.58 -2.02 -20.07
H -22.14 -4.43 -22.48
H -20.86 -3.61 -21.65
H -21.99 -2.68 -22.65
H -23.84 -3.39 -21.03
H -21.55 -4.80 -19.66
H -23.19 -5.33 -20.09
H -23.46 -4.63 -16.58
H -21.94 -5.22 -17.20
H -23.45 -5.96 -17.77
H -21.57 -1.84 -19.99
H -22.88 -1.36 -20.80
C -21.60 5.43 -20.14
C -21.22 3.96 -20.07
C -22.05 3.26 -19.03
O -21.90 1.83 -19.07
C -20.64 1.36 -18.60
N -21.38 3.38 -21.41
H -21.20 5.91 -21.03
H -21.28 6.01 -19.27
H -22.69 5.52 -20.16
H -20.15 3.88 -19.87
H -23.12 3.43 -19.16
H -21.73 3.58 -18.02
H -20.53 1.54 -17.52
H -19.79 1.87 -19.07
H -20.59 0.29 -18.80
H -21.38 2.37 -21.38
H -22.25 3.63 -21.87
C -17.62 -3.48 -20.06
C -18.95 -3.78 -19.40
C -18.82 -4.40 -18.04
O -18.15 -5.64 -18.18
C -17.73 -6.21 -16.96
N -19.73 -2.51 -19.32
H -17.16 -4.39 -20.44
H -16.93 -3.02 -19.34
H -17.78 -2.77 -20.87
H -19.49 -4.45 -20.08
H -19.82 -4.60 -17.62
H -18.30 -3.72 -17.35
H -18.57 -6.58 -16.37
H -17.14 -5.48 -16.40
H -17.13 -7.07 -17.23
H -20.29 -2.47 -18.46
H -19.03 -1.82 -19.04
C -22.76 4.50 -15.10
C -21.97 3.26 -14.71
C -20.94 3.58 -13.64
O -19.95 2.60 -13.64
C -18.86 2.95 -12.80
N -22.91 2.17 -14.30
H -22.11 5.26 -15.52
H -23.27 4.93 -14.23
H -23.54 4.24 -15.82
H -21.44 2.91 -15.60
H -21.42 3.69 -12.65
H -20.49 4.56 -13.87
H -18.06 2.23 -12.93
H -19.15 2.98 -11.75
H -18.43 3.93 -13.08
H -23.43 2.56 -13.51
H -22.34 1.45 -13.87
C -18.79 -5.88 -13.39
C -19.48 -5.42 -12.11
C -18.73 -4.24 -11.55
O -19.13 -3.99 -10.23
C -18.69 -2.76 -9.73
N -20.87 -5.10 -12.43
H -18.40 -5.05 -13.98
H -19.44 -6.53 -13.97
H -17.87 -6.43 -13.15
H -19.50 -6.22 -11.37
H -18.91 -3.37 -12.19
H -17.65 -4.50 -11.59
H -17.73 -2.84 -9.22
H -19.45 -2.41 -9.03
H -18.63 -1.99 -10.52
H -21.43 -4.80 -11.64
H -20.93 -4.39 -13.15
C -25.24 1.86 -16.97
C -24.52 0.53 -16.88
C -25.42 -0.54 -16.32
O -24.76 -1.83 -16.42
C -25.51 -2.88 -15.85
N -24.03 0.09 -18.21
H -24.58 2.64 -17.32
H -25.69 2.14 -16.01
H -26.04 1.77 -17.72
H -23.67 0.65 -16.20
H -26.36 -0.63 -16.88
H -25.62 -0.34 -15.26
H -25.14 -3.11 -14.85
H -25.47 -3.77 -16.47
H -26.56 -2.59 -15.69
H -23.26 0.70 -18.54
H -24.80 0.32 -18.86
C -22.35 -2.56 -8.14
C -23.45 -3.53 -8.51
C -23.53 -3.73 -9.99
O -23.83 -2.48 -10.61
C -23.79 -2.57 -12.01
N -23.25 -4.86 -7.90
H -22.23 -1.74 -8.85
H -21.37 -3.06 -8.18
H -22.47 -2.20 -7.11
H -24.40 -3.13 -8.14
H -24.31 -4.44 -10.29
H -22.57 -4.16 -10.34
H -22.82 -2.92 -12.37
H -23.93 -1.55 -12.38
H -24.62 -3.17 -12.39
H -23.50 -4.82 -6.92
H -22.27 -5.11 -7.91
C -13.09 -2.30 -9.83
C -13.61 -1.45 -10.99
C -15.12 -1.69 -11.15
O -15.79 -0.78 -11.99
C -15.34 -0.77 -13.33
N -13.24 -0.04 -10.78
H -13.87 -2.85 -9.29
H -12.49 -1.75 -9.11
H -12.44 -3.10 -10.19
H -13.10 -1.78 -11.89
H -15.63 -1.63 -10.19
H -15.19 -2.72 -11.54
H -15.54 -1.76 -13.78
H -14.27 -0.56 -13.42
H -15.88 -0.02 -13.90
H -13.95 0.39 -10.19
H -13.28 0.44 -11.67
*
```

Atom charges from the Löwdin analysis, given in e for atoms 1 to 2: 0.79 -0.45

***

No. 2
Below is a 16-piece molecular cluster, C16H38Cl20N6O12 overall at a distorted geometry, with properties calculated with ωB97M-V with the def2-TZVPD basis set.

The value obtained for the HOMO-LUMO gap is 9.48 eV. As for the LUMO energy: -0.4 eV.

```
! wB97M-V def2-TZVPD RIJCOSX def2/J DEFGRID3
* xyz 0 1
C -3.07 1.20 -4.64
N -1.89 1.26 -3.70
O -1.30 0.18 -3.43
O -1.55 2.38 -3.25
H -3.70 2.04 -4.38
H -3.66 0.28 -4.61
H -2.65 1.39 -5.63
C 3.32 -0.18 -3.99
N 4.35 0.69 -3.29
O 3.94 1.65 -2.68
O 5.50 0.27 -3.34
H 2.88 0.48 -4.74
H 2.61 -0.43 -3.20
H 3.74 -1.06 -4.47
C -2.07 -2.54 3.97
N -2.82 -2.48 2.71
O -3.05 -3.54 2.13
O -3.15 -1.40 2.33
H -1.22 -1.94 3.63
H -1.70 -3.55 4.16
H -2.58 -2.09 4.81
C 2.35 -3.56 1.42
N 3.41 -2.54 1.64
O 3.37 -1.45 1.11
O 4.27 -2.93 2.42
H 1.61 -3.09 0.77
H 1.92 -3.78 2.40
H 2.85 -4.44 1.03
C -1.34 0.62 0.30
N -0.37 -0.49 0.21
O -0.26 -1.33 1.10
O 0.41 -0.35 -0.78
H -1.81 0.47 1.27
H -2.08 0.44 -0.48
H -0.86 1.60 0.30
C 4.95 -4.69 -3.20
N 4.44 -4.14 -1.87
O 4.51 -4.89 -0.88
O 3.94 -3.02 -1.83
H 5.82 -4.09 -3.47
H 4.17 -4.69 -3.96
H 5.38 -5.68 -3.04
C -1.13 -5.83 1.20
Cl -1.60 -6.18 2.86
Cl 0.52 -6.39 0.90
H -1.80 -6.29 0.47
H -1.25 -4.76 1.02
C 5.62 0.91 0.27
Cl 6.64 2.07 -0.57
Cl 6.70 -0.13 1.24
H 4.93 1.41 0.95
H 5.15 0.27 -0.48
C 1.80 3.07 -0.77
Cl 0.91 3.45 0.73
Cl 1.77 4.33 -2.03
H 2.83 3.06 -0.41
H 1.39 2.12 -1.11
C -2.39 5.46 -2.07
Cl -3.20 5.15 -3.69
Cl -2.84 4.19 -0.88
H -1.31 5.35 -2.17
H -2.79 6.40 -1.69
C -2.11 2.67 5.01
Cl -1.48 2.48 3.38
Cl -2.86 1.13 5.52
H -1.25 2.80 5.67
H -2.77 3.53 5.14
C -6.15 3.49 0.83
Cl -5.28 1.99 1.24
Cl -7.53 3.16 -0.20
H -6.44 3.90 1.80
H -5.44 4.09 0.25
C -1.51 6.09 3.10
Cl -0.31 6.72 1.90
Cl -3.06 5.86 2.18
H -1.24 5.10 3.48
H -1.64 6.83 3.90
C -4.79 -1.19 -0.91
Cl -4.71 0.31 -1.92
Cl -3.50 -2.25 -1.26
H -4.67 -1.05 0.17
H -5.74 -1.70 -1.05
C 0.50 -2.68 -2.95
Cl 1.56 -3.28 -4.27
Cl -0.15 -4.07 -1.96
H 1.10 -2.01 -2.34
H -0.35 -2.11 -3.32
C 2.10 0.45 3.96
Cl 2.38 -1.28 4.47
Cl 3.67 1.32 3.56
H 1.38 0.56 3.15
H 1.73 0.92 4.87
*
```

Atom charges from the Löwdin analysis, given in e for atoms 1 to 2: 0.01 -0.37

***

No. 3
Below is C2H2N5O2 as an isolated structure at a distorted geometry, with properties calculated with ωB97M-V with the def2-TZVPD basis set.

The value obtained for the HOMO-LUMO gap is 5.15 eV. As for the LUMO energy: 1.1 eV.

```
! wB97M-V def2-TZVPD RIJCOSX def2/J DEFGRID3
* xyz -1 1
C -1.21 0.41 -1.41
C 0.02 -0.57 -0.03
N -0.19 -0.03 -2.12
N 0.62 -0.65 -1.21
N -0.70 -0.15 3.14
N -1.14 0.16 -0.08
N -1.82 -0.57 3.22
O -1.34 -1.77 3.03
O -2.96 -0.21 3.48
H -2.12 0.66 -1.93
H 0.45 -0.85 0.84
*
```

Atom charges from the natural (NBO) analysis, given in e for atoms 1 to 2: 0.06 0.05

***

No. 4
Below is C11H21BiNSi as an isolated structure at a distorted geometry, with properties calculated with ωB97M-V with the def2-TZVPD basis set.

The value obtained for the HOMO-LUMO gap (spin up / spin down) is 5.89 / 5.90 eV. As for the LUMO energy (spin up / spin down): 3.2 / 3.2 eV.

```
! wB97M-V def2-TZVPD RIJCOSX def2/J DEFGRID3
* xyz -1 1
C -0.86 -3.31 -1.80
C -1.87 -2.53 -2.43
C -2.77 -2.06 -1.41
C -2.29 -2.56 -0.15
C -1.12 -3.34 -0.40
Bi -0.51 -0.23 -0.91
N 1.68 -0.57 -0.56
C 2.21 -0.22 -1.89
C 1.03 0.29 -2.70
H -3.70 -1.50 -1.57
H -2.01 -2.38 -3.50
H -2.79 -2.44 0.81
H -0.58 -3.93 0.34
H -0.09 -3.87 -2.32
H 0.77 -0.36 -3.54
H 3.01 0.56 -1.83
H 2.09 -1.44 -0.24
H 1.09 1.35 -2.95
H 2.66 -1.11 -2.39
C 1.83 1.02 2.31
Si 0.19 1.76 1.78
C -0.66 2.76 3.12
C 0.55 2.86 0.30
C -0.93 0.33 1.29
H 2.51 1.83 2.62
H 2.27 0.48 1.45
H 1.70 0.32 3.14
H -0.02 3.60 3.43
H -1.61 3.18 2.76
H -0.87 2.16 4.02
H 1.11 2.32 -0.49
H -0.38 3.26 -0.13
H 1.17 3.69 0.65
H -0.82 -0.56 1.92
H -2.00 0.60 1.26
*
```

Atom charges from the natural (NBO) analysis, given in e for atoms 1 to 2: -0.35 -0.37

***

The calculation returns the following energy values, one per record and in order: -127816.0331, -301150.2441, -13645.5743, -26953.3049 eV.